Record 1
A cluster of 2 separate species, C5H14NS in total, computed with ωB97M-V/def2-TZVPD.

Element x y z (Å)
S 2.531 -0.475 1.857
N -0.517 -0.547 -1.235
C 2.770 -0.202 0.093
C -1.743 0.058 -1.825
C 0.738 -0.267 1.927
C -2.633 0.625 -1.035
C -3.854 1.315 -1.553
H -2.494 0.569 0.040
H 2.266 0.707 -0.242
H -0.683 -0.758 -0.248
H 2.464 -1.064 -0.503
H -4.743 0.742 -1.295
H -3.804 1.421 -2.635
H 0.297 -1.133 1.423
H 0.437 0.695 1.514
H -0.220 -1.372 -1.758
H -1.747 0.103 -2.903
H 0.268 0.112 -1.251
H 3.836 -0.052 -0.067
H 0.430 -0.303 2.966
H -3.954 2.288 -1.069

Results
frontier orbital gap = 8.47 eV
E_LUMO = -3.48 eV
multiplicity = 1
ΔE to the lowest compared entry with this formula, charge and spin = 138.2 kJ/mol
net charge = +1

Record 2
A cluster of 2 separate species, C6H9NO in total, computed with ωB97M-V/def2-TZVPD.

Element x y z (Å)
O 2.663 0.010 -0.782
N 0.050 0.110 -0.375
C -0.729 1.215 -0.225
C -2.751 -0.100 0.087
C -2.105 1.161 -0.110
C 3.069 -0.007 0.510
C -0.586 -1.085 -0.361
C -1.974 -1.218 -0.056
H -2.333 -2.205 0.028
H -0.104 2.185 -0.151
H 4.201 -0.092 0.531
H -3.763 -0.180 0.325
H 1.654 0.289 -0.863
H -0.071 -2.038 -0.532
H 2.674 0.837 1.052
H 2.722 -0.976 1.026
H -2.619 2.094 -0.107

Results
frontier orbital gap = 9.31 eV
E_LUMO = 0.40 eV
multiplicity = 1
ΔE to the lowest compared entry with this formula, charge and spin = 131.9 kJ/mol

Record 3
A structure of composition C35H37BCl2N3O4V, computed with ωB97M-V/def2-TZVPD.

Element x y z (Å)
V 12.363 14.180 8.933
Cl 18.352 18.514 7.954
Cl 16.602 14.410 10.950
O 12.758 14.268 11.911
O 12.649 15.720 7.532
O 14.055 14.797 9.416
O 10.780 15.334 11.458
N 9.766 11.955 8.560
N 11.167 10.118 8.520
N 12.052 12.321 8.636
C 13.325 11.759 8.295
C 13.621 16.489 7.340
C 11.488 17.023 12.950
C 7.033 12.371 8.582
C 8.679 7.615 7.305
C 7.590 14.855 8.479
C 13.806 11.389 10.742
C 11.076 15.569 12.909
C 15.828 17.504 7.704
C 8.005 8.442 9.490
C 15.009 15.586 9.101
C 16.309 15.595 9.737
C 7.727 7.729 8.300
C 9.834 8.433 7.384
C 8.500 15.918 8.454
C 17.255 16.494 9.347
C 15.806 10.807 7.543
C 12.250 14.587 13.256
C 14.915 11.264 6.572
C 11.890 13.225 13.849
C 17.046 17.529 8.387
C 9.162 9.185 9.617
C 9.800 15.381 13.677
C 10.008 9.276 8.502
C 15.465 10.811 8.895
C 13.648 11.712 6.953
C 10.368 14.335 8.555
C 10.997 11.485 8.574
C 9.855 15.644 8.550
C 8.004 13.540 8.569
C 13.376 15.125 14.063
C 10.913 8.299 6.321
C 14.194 11.299 9.289
C 14.800 16.564 8.100
C 9.419 13.312 8.595
B 11.856 14.670 10.971
H 16.171 10.487 9.655
H 6.023 12.740 8.552
H 13.555 17.146 6.447
H 11.281 9.207 5.898
H 12.841 12.718 13.871
H 15.214 11.170 5.539
H 7.349 8.381 10.315
H 12.869 11.964 6.226
H 8.190 16.936 8.416
H 10.522 7.721 5.486
H 12.096 9.713 8.307
H 10.642 16.441 8.570
H 14.214 14.382 14.021
H 18.228 16.377 9.812
H 9.956 15.563 14.722
H 13.748 16.113 13.704
H 11.159 12.732 13.235
H 8.979 11.296 8.614
H 12.364 17.326 12.348
H 13.960 12.371 11.084
H 7.192 11.741 7.707
H 14.485 10.773 11.307
H 6.808 7.189 8.231
H 9.011 16.066 13.279
H 7.051 11.748 9.530
H 10.612 17.568 12.549
H 8.586 6.980 6.442
H 12.780 11.126 11.034
H 11.779 7.735 6.707
H 13.013 15.197 15.091
H 9.421 14.338 13.562
H 6.494 15.026 8.395
H 9.329 9.712 10.590
H 11.533 13.339 14.858
H 11.636 17.292 14.013
H 15.656 18.245 6.978
H 16.790 10.569 7.226

Results
frontier orbital gap (alpha / beta) = 7.59 / 7.63 eV
E_LUMO (alpha / beta) = -3.28 / -3.22 eV
multiplicity = 2
net charge = +1

Record 4
A structure of composition C15H36F2NO19P3PtS2, computed with ωB97M-V/def2-TZVPD.

Element x y z (Å)
Pt 25.612 25.559 0.478
S 25.603 22.256 1.686
S 25.415 23.922 3.514
P 22.251 24.511 0.031
P 29.218 26.277 1.176
P 25.260 28.180 -0.109
F 25.700 25.479 3.735
F 24.840 22.208 0.294
O 24.135 23.794 4.125
O 29.998 26.770 -0.113
O 21.176 25.525 0.535
O 24.886 27.354 1.219
O 24.830 21.352 2.485
O 27.858 25.843 0.907
O 26.242 29.328 0.139
O 26.568 23.335 4.143
O 24.038 28.738 -0.850
O 27.975 23.678 -2.604
O 26.931 21.877 1.325
O 26.565 22.039 -2.117
O 30.160 25.141 1.721
O 25.831 26.995 -1.032
O 21.499 23.782 -1.152
O 23.512 25.116 -0.355
O 26.286 24.031 -1.187
O 22.383 23.463 1.219
O 29.361 27.447 2.204
N 25.477 23.915 1.909
C 20.598 27.523 1.718
C 29.957 24.891 4.130
C 29.718 24.246 2.779
C 27.201 21.302 -3.152
C 21.580 21.791 2.731
C 28.442 28.582 2.061
C 27.294 28.500 3.029
C 21.188 22.835 1.713
C 21.705 26.540 1.464
C 22.977 23.321 -3.004
C 31.435 26.780 -0.157
C 22.202 22.749 -1.833
C 26.869 23.322 -1.936
C 31.855 27.316 -1.513
C 28.328 25.046 -2.483
H 22.276 22.146 3.492
H 23.598 24.164 -2.705
H 26.572 20.458 -3.425
H 30.928 25.382 4.164
H 28.204 21.023 -2.828
H 27.667 28.482 4.064
H 29.406 25.140 -2.341
H 19.819 27.103 2.364
H 21.475 22.035 -2.220
H 29.714 24.222 4.954
H 22.109 20.939 2.302
H 23.559 22.571 -3.548
H 20.206 27.930 0.790
H 20.656 22.342 0.893
H 27.922 25.526 -1.587
H 22.912 22.228 -1.186
H 32.925 27.150 -1.646
H 27.314 21.868 -4.083
H 22.284 23.673 -3.781
H 26.728 27.585 2.864
H 22.043 26.045 2.376
H 31.780 25.747 -0.074
H 27.974 25.657 -3.311
H 31.278 26.862 -2.318
H 26.633 29.350 2.883
H 28.699 23.887 2.645
H 22.541 27.042 0.964
H 29.228 25.702 4.251
H 28.964 29.538 2.167
H 28.028 28.626 1.043
H 20.988 28.365 2.298
H 31.819 27.402 0.655
H 31.648 28.385 -1.605
H 20.664 21.459 3.235
H 30.417 23.414 2.665
H 20.531 23.582 2.162

Results
frontier orbital gap (alpha / beta) = 3.98 / 4.33 eV
E_LUMO (alpha / beta) = 4.04 / 4.04 eV
multiplicity = 3
net charge = -2

Record 5
A cluster of 2 separate species, C2H3ClS in total, computed with ωB97M-V/def2-TZVPD.

Element x y z (Å)
Cl 0.736 -1.076 -2.142
S -1.049 -1.789 0.142
C -0.612 -0.462 -0.946
C -0.328 -0.248 0.454
H -0.892 0.513 1.004
H 1.898 0.162 0.502
H -1.509 -0.034 -1.418

Results
frontier orbital gap (alpha / beta) = 8.49 / 8.50 eV
E_LUMO (alpha / beta) = -1.08 / -0.48 eV
multiplicity = 1
ΔE to the lowest compared entry with this formula, charge and spin = 451.6 kJ/mol

Record 6
A cluster of 2 separate species, CH6N3OP in total, computed with ωB97M-V/def2-TZVPD.

Element x y z (Å)
P 0.591 0.310 -0.190
O 1.211 0.388 1.147
N 1.442 -0.881 -1.050
N -2.418 -0.531 0.379
N 1.038 1.595 -1.192
C -2.331 -0.648 1.604
H 2.215 -1.242 -0.490
H 0.932 -1.615 -1.468
H 0.619 1.688 -2.143
H -3.238 -0.522 2.146
H -1.389 -0.948 1.989
H 1.328 2.407 -0.731

Results
frontier orbital gap (alpha / beta) = 8.55 / 8.34 eV
E_LUMO (alpha / beta) = -1.10 / -0.11 eV
multiplicity = 1
ΔE to the lowest compared entry with this formula, charge and spin = 325.7 kJ/mol

Number 1: energy -17729.8477 eV. Number 2: energy -9904.2375 eV. Number 3: energy -100962.1267 eV. Number 4: energy -114757.0635 eV. Number 5: energy -25474.8863 eV. Number 6: energy -16938.8324 eV.